1.
{
  "formula": "C13H29Br3CuN5O7",
  "method": "ωB97M-V/def2-TZVPD",
  "species": ["Cu", "N", "O", "O", "O", "C", "C", "O", "N", "C", "H", "H", "H", "H", "H", "H", "H", "C", "C", "O", "N", "C", "H", "H", "H", "H", "H", "H", "H", "C", "C", "O", "N", "C", "H", "H", "H", "H", "H", "H", "H", "C", "C", "O", "N", "C", "H", "H", "H", "H", "H", "H", "H", "C", "Br", "Br", "Br", "H"],
  "coordinates": [[8.879394, 3.984127, -21.282358], [9.311074, 7.367404, -21.936372], [9.903747, 7.731502, -22.959933], [9.169966, 6.169287, -21.844998], [9.086044, 8.117061, -21.041605], [9.635891, 4.795615, -25.395509], [10.211865, 3.747196, -24.439189], [9.667071, 3.548566, -23.330514], [11.315121, 3.149651, -24.823778], [11.989533, 2.181022, -24.013596], [8.561134, 4.738928, -25.568063], [10.093013, 4.911232, -26.378247], [9.789011, 5.727180, -24.850675], [11.755578, 3.532567, -25.648080], [11.749749, 2.304465, -22.957494], [13.068188, 2.233682, -24.161317], [11.730485, 1.159553, -24.292157], [6.316870, 6.171706, -23.702135], [6.143608, 4.735576, -23.355675], [6.881754, 4.252007, -22.501680], [5.214126, 4.039753, -24.012484], [4.844879, 2.653103, -23.756899], [5.412581, 6.659952, -24.065428], [6.985754, 6.375993, -24.538168], [6.800055, 6.680336, -22.867913], [4.727151, 4.472431, -24.784326], [3.997217, 2.777439, -23.083037], [5.581853, 2.088462, -23.185800], [4.496363, 2.146024, -24.656636], [5.793714, 3.210316, -19.465290], [6.714720, 4.378716, -19.012280], [7.904157, 4.349143, -19.384228], [6.076974, 5.468822, -18.581937], [6.691294, 6.803032, -18.442402], [6.030135, 2.252353, -19.002137], [5.814162, 3.096412, -20.549126], [4.764967, 3.459980, -19.205574], [5.080830, 5.325383, -18.496954], [6.747005, 7.451781, -19.316550], [7.713120, 6.618327, -18.110952], [6.070193, 7.163028, -17.622201], [12.052461, 6.328731, -19.376915], [11.530129, 4.911260, -19.503775], [10.482898, 4.647378, -20.038995], [12.378845, 3.965538, -18.987366], [12.118251, 2.540553, -18.992593], [12.977677, 6.492754, -19.929327], [12.264474, 6.593190, -18.340955], [11.230341, 6.984533, -19.663526], [13.238191, 4.362229, -18.634881], [11.920354, 2.084645, -19.962691], [11.485393, 2.305217, -18.136897], [13.042864, 2.143115, -18.573969], [10.721346, 11.393382, -23.016202], [8.786302, 11.553501, -22.929899], [11.607775, 12.833932, -22.176822], [10.939733, 11.577069, -25.004093], [10.981884, 10.388986, -22.682430]],
  "forces_ev_per_angstrom": [[-0.4, 2.2, -0.2], [3.1, 1.6, -1.9], [-0.1, 0.8, -1.0], [-1.7, -4.6, 0.6], [-1.4, 1.5, 2.3], [0.1, 0.4, 0.5], [-1.8, 1.3, 0.1], [0.1, -0.4, 0.4], [0.5, 0.1, -0.3], [0.8, -0.9, 0.3], [0.0, -0.5, 0.3], [0.3, -0.4, 0.2], [0.0, 0.3, 0.0], [0.0, -0.4, 0.0], [0.0, 0.2, -0.2], [0.0, 0.3, 0.1], [-0.3, 0.0, -0.1], [0.0, 1.1, -0.6], [0.6, 0.5, -0.6], [0.4, -1.3, 1.2], [0.3, -0.4, -0.8], [-0.8, 0.5, 1.0], [-0.3, 0.0, 0.6], [0.4, -0.7, -0.1], [-0.5, 0.0, 0.0], [0.1, 0.2, 0.3], [-0.3, -0.7, 0.0], [0.3, 0.2, -0.5], [0.4, 0.1, 0.1], [-0.2, 0.6, 1.1], [-1.3, -0.8, -3.0], [0.7, 0.2, -0.1], [0.8, -0.8, -0.8], [-0.2, -1.1, 1.3], [0.2, 0.1, 0.0], [0.4, 0.2, 0.0], [-0.1, -0.2, 0.1], [0.2, 0.5, 0.2], [-0.5, -0.4, -0.2], [-0.1, 0.3, 0.1], [0.6, 1.0, -0.1], [-0.8, 0.2, 0.4], [2.9, -0.3, 1.1], [-1.7, -1.0, -1.1], [-1.1, 1.5, -1.1], [1.5, 0.2, 1.7], [-0.3, 0.0, -0.3], [0.1, -0.3, 0.2], [0.3, 0.2, -0.4], [0.0, -0.5, 0.1], [-0.3, 0.2, 0.2], [-1.0, -0.2, -0.7], [0.3, -0.4, -0.6], [-1.2, 0.3, -1.9], [-0.1, -0.1, 0.9], [0.2, -0.1, 0.4], [0.8, -0.5, 0.6], [0.2, 0.3, -0.1]],
  "largest_force_ev_per_a": 4.94,
  "total_energy_ha": -10675.35986,
  "charge": 1,
  "orbital_gap_ev": [8.2842, 4.6711],
  "s2": 0.753,
  "lumo_ev": [-2.62, -6.13],
  "e_homo_ev": [-10.90, -10.80],
  "multiplicity": 2
}



2.
{
  "formula": "C13H29Br8Cl2NO",
  "method": "ωB97M-V/def2-TZVPD",
  "species": ["C", "O", "C", "C", "C", "N", "H", "H", "H", "H", "H", "H", "H", "H", "H", "H", "H", "Br", "C", "C", "Br", "H", "H", "H", "H", "Br", "C", "C", "Br", "H", "H", "H", "H", "Br", "C", "C", "Br", "H", "H", "H", "H", "Br", "C", "C", "Br", "H", "H", "H", "H", "Cl", "C", "Cl", "H", "H"],
  "coordinates": [[-7.898083, 1.369583, 0.106168], [-7.623763, 0.123633, 0.704978], [-6.571093, -0.659667, 0.134048], [-5.182883, -0.273277, 0.499838], [-4.104233, -1.320397, 0.167508], [-5.075043, -0.147267, 1.901868], [-8.834943, 1.772243, 0.491168], [-8.148523, 1.251483, -0.948072], [-7.007713, 1.986193, 0.229218], [-6.697463, -1.625627, 0.622978], [-6.877983, -0.756217, -0.907382], [-4.853353, 0.676773, 0.079218], [-4.116143, -1.497577, -0.907932], [-4.423213, -2.200957, 0.725148], [-3.057223, -1.135347, 0.407598], [-5.918643, 0.382993, 2.067008], [-5.163353, -1.081297, 2.275888], [8.176847, 2.369973, -3.470262], [8.995107, 1.828823, -1.706042], [8.257557, 2.428483, -0.519502], [8.399647, 4.452853, -0.629702], [10.042457, 2.128933, -1.673092], [8.896657, 0.748133, -1.808642], [8.731837, 1.997693, 0.362298], [7.219427, 2.134413, -0.364862], [-4.820243, -0.442957, -5.330722], [-3.413633, 0.758323, -4.728562], [-2.545243, 1.219083, -5.938002], [-1.818663, -0.311287, -6.922792], [-2.771453, 0.207023, -4.041702], [-3.908653, 1.611633, -4.264972], [-1.812293, 2.007313, -5.766002], [-3.185393, 1.618573, -6.724582], [8.801487, -2.887497, 1.199868], [7.731397, -4.245267, 0.196518], [6.196767, -3.806347, 0.190128], [5.737437, -2.224277, -1.000912], [7.826067, -5.236857, 0.639098], [8.086047, -4.374837, -0.825992], [5.751007, -3.526757, 1.144708], [5.562867, -4.625707, -0.148872], [0.486597, -1.220407, 4.202068], [-1.029143, -0.608677, 5.417728], [-1.248263, 0.965403, 5.339478], [0.260417, 2.079003, 5.920408], [-0.668093, -0.812127, 6.425868], [-1.836473, -1.294867, 5.161888], [-2.201723, 1.320533, 5.730508], [-1.335733, 1.170933, 4.272608], [0.713517, 1.086903, -0.843242], [1.791397, 1.504463, 0.499628], [2.787107, 2.938713, 0.282728], [1.244047, 1.527073, 1.441978], [2.452957, 0.648323, 0.631728]],
  "forces_ev_per_angstrom": [[0.2, -0.5, -0.5], [-0.1, -0.1, 0.9], [-1.8, -0.7, -0.4], [3.0, 0.4, -1.1], [-1.0, -0.3, -1.3], [-0.4, 1.1, 1.2], [0.4, 0.1, 0.7], [0.4, -0.1, -0.5], [-0.4, 0.7, -0.1], [-0.3, -0.3, -0.2], [0.8, -0.1, -0.4], [-0.2, 0.2, -0.3], [-0.1, -0.5, -0.1], [0.2, -0.5, -0.3], [-0.3, 0.7, 0.4], [-0.2, 0.0, 1.5], [-0.3, 0.0, 0.6], [0.5, -0.1, 0.8], [-0.9, 0.3, -0.8], [0.3, 0.1, -0.3], [-0.1, -1.6, 0.5], [-0.2, 0.0, -0.4], [0.1, 0.1, 0.6], [0.5, 0.8, 0.3], [-0.1, 0.4, -0.7], [0.0, 0.2, 0.2], [1.1, 0.2, -1.0], [-1.5, -0.3, -0.6], [0.5, 0.3, 0.4], [-0.3, 0.1, 0.2], [0.2, -0.1, 0.0], [0.3, -0.6, 0.5], [-0.2, 0.2, 0.3], [-0.5, -1.0, -0.7], [-1.9, 1.1, 0.0], [0.6, 0.0, -0.4], [0.6, -1.1, 0.7], [0.0, 0.3, 0.5], [0.2, 0.6, 0.1], [0.7, 0.1, 0.1], [0.3, 0.0, -0.5], [-1.0, 0.5, 0.7], [1.4, 1.3, 0.6], [-0.1, -1.5, -1.9], [-0.7, -0.7, 0.1], [0.0, -0.4, -0.2], [-0.2, 0.7, -0.1], [0.3, -0.2, 0.7], [0.1, 0.2, 0.0], [0.0, 0.3, 0.1], [0.4, -1.2, 0.7], [-0.3, 0.0, -0.1], [-0.3, 0.6, -0.3], [0.2, 0.2, -0.4]],
  "smiles": "COC[C@H](C)N.BrCCBr.BrCCBr.BrCCBr.BrCCBr.ClCCl",
  "largest_force_ev_per_a": 3.23,
  "total_energy_ha": -22155.11646,
  "orbital_gap_ev": 9.8612,
  "lumo_ev": 0.23,
  "e_homo_ev": -9.63
}